Entry from OMol25: a gas-phase ion, C5H10N3O (charge +1) (the ωB97M-V functional and the def2-TZVPD basis).

```
19
Properties=species:S:1:pos:R:3:forces:R:3:nbo_charge:R:1
O -3.797718 -0.125365 -0.092826 -3.984 -0.766 0.162 -0.4978
N -1.977145 1.246652 -0.110150 1.901 -3.646 1.082 -0.5805
N 0.175049 2.074174 -0.234438 -0.666 2.186 -0.165 -0.7180
N -1.683014 -0.981522 0.281066 0.055 0.239 0.057 -0.6213
C -2.665478 -0.084192 0.095608 2.927 1.424 -1.033 0.8080
C 0.587339 -0.896326 1.188452 3.197 1.635 1.312 -0.6149
C -0.358361 -0.420539 0.100052 1.329 -0.468 0.949 0.0464
C 0.394599 -0.938971 -1.118313 0.920 -1.223 -0.836 -0.6118
C -0.670737 1.093025 -0.036521 0.085 -0.892 -0.375 0.5779
H 0.447587 -2.093580 -1.223001 -0.251 1.925 0.699 0.2598
H 0.473083 -1.961289 1.222416 -0.098 -0.573 0.343 0.2396
H -0.150888 -0.608246 -1.957187 -0.185 0.378 -1.584 0.2218
H 1.209116 2.116646 -0.168114 -1.262 -0.551 -0.002 0.4625
H -0.344223 2.984696 -0.411911 1.608 -1.310 0.294 0.4297
H -2.545806 2.024959 -0.174570 -1.075 2.080 -0.263 0.4409
H 1.468523 -0.574636 -1.097882 -1.515 -0.277 -0.401 0.2336
H -1.873229 -1.973719 0.411360 0.104 0.509 -0.133 0.4539
H 1.723052 -0.748601 0.832050 -2.570 -0.202 0.951 0.2252
H 0.559208 -0.450500 2.222379 -0.519 -0.468 -1.057 0.2450
```
Forces are in eV/Å.

HOMO-LUMO gap ... 0.3987 Ha
SMILES string ... CC1(C)NC(=O)NC1=[NH2+]
Highest occupied orbital energy ... -14.55 eV
Charge ... +1

Entry from OMol25: a gas-phase ion, C5H10N3O2 (charge +1) (the ωB97M-V functional and the def2-TZVPD basis).

```
20
Properties=species:S:1:pos:R:3:forces:R:3:nbo_charge:R:1
O 1.882063 0.935633 2.533557 -0.111 1.624 0.193 -0.5937
O -0.104009 -0.209934 -1.458445 -2.030 1.612 -1.921 -0.4914
N 0.358714 2.621629 3.010483 2.168 -1.741 -0.143 -0.7636
N 0.542325 1.616445 0.885027 -0.218 -0.171 -1.493 -0.4443
N 1.308632 0.640227 0.244839 -0.064 -1.157 0.213 -0.4642
C -1.637380 -2.189285 -1.798439 0.987 1.070 2.791 -0.5688
C 1.127557 0.426874 -1.115730 2.305 0.487 -0.550 0.0319
C 0.985708 1.783786 2.129844 -1.505 -0.181 2.524 0.7854
C 0.017742 -2.211084 -0.195020 -0.139 4.461 -1.948 0.0136
C -0.405723 -1.399861 -1.110059 -0.510 -2.720 1.266 0.2814
H -1.700533 -3.209400 -1.213921 -0.501 1.995 -1.866 0.2579
H 2.062025 0.479130 1.657127 0.419 -0.778 -0.391 0.5246
H 1.923470 -0.377956 -1.410119 -0.988 1.967 0.305 0.2201
H 0.206577 -3.050696 0.290807 0.780 -3.398 2.030 0.2152
H 0.756728 2.816752 3.951055 -0.452 -0.317 -1.307 0.4508
H -1.348379 -2.125229 -2.816575 -0.009 -0.932 -1.101 0.2491
H -0.425915 1.785108 0.567103 0.833 0.270 0.546 0.4237
H -0.218245 3.269970 2.559803 -0.941 1.325 -0.116 0.4084
H -2.429786 -1.423800 -1.621430 -0.005 -1.234 0.051 0.2512
H 1.120549 1.434235 -1.734841 -0.016 -2.181 0.917 0.2128
```
Forces are in eV/Å.

HOMO-LUMO gap (spin up / spin down) ... 0.2006 / 0.2894 Ha
Highest occupied orbital energy (spin up / spin down) ... -11.40 / -12.58 eV
Charge ... +1

Entry from OMol25: 2 unconnected molecules or ions with the total composition C5H10N3O2 (the ωB97M-V functional and the def2-TZVPD basis).

```
20
Properties=species:S:1:pos:R:3:forces:R:3:nbo_charge:R:1
O -1.274145 -0.621705 -0.484939 1.617 1.811 0.661 -0.7186
O 1.417497 0.030426 -0.900106 -0.639 0.934 1.257 -0.4480
N -0.115001 1.440631 0.322119 0.774 2.356 -1.765 -0.4308
N 0.630011 -0.556998 1.192735 -0.048 -3.034 -0.135 -0.5172
N -0.676087 0.738664 2.482848 -1.051 1.123 -0.201 -0.5373
C -1.139944 -1.706156 -1.360180 -2.550 1.695 0.050 -0.2623
C -0.083027 -0.430730 2.327437 1.668 2.333 -3.413 0.4291
C 1.565067 0.879250 -2.075143 1.978 3.063 1.431 -0.2629
C 0.529500 0.320045 0.022031 -2.746 -4.133 0.685 0.8305
C -0.677939 1.692474 1.410332 0.975 -2.322 -0.050 0.3311
H -1.136616 2.628470 1.508059 -0.906 1.038 0.820 0.2358
H -1.568523 -2.530021 -0.867809 -0.530 -1.585 0.601 0.1730
H -1.732565 -1.597399 -2.309964 1.061 0.177 0.478 0.1816
H 1.217699 1.964481 -1.913893 0.316 -1.797 0.180 0.2207
H 2.684754 0.950690 -2.267247 -1.625 -0.485 0.074 0.2300
H 0.777947 -1.591692 0.948901 0.355 2.056 0.378 0.4630
H 0.065332 -1.191589 3.033521 -0.629 -0.850 1.133 0.2566
H -1.356122 0.976094 3.187999 0.262 -0.540 0.699 0.4572
H -0.125431 -1.861205 -1.424209 2.591 -0.855 -1.236 0.1533
H 0.997593 0.466270 -2.832493 -0.873 -0.986 -1.646 0.2153
```
Forces are in eV/Å.

HOMO-LUMO gap (spin up / spin down) ... 0.2662 / 0.2662 Ha
Highest occupied orbital energy (spin up / spin down) ... -12.28 / -12.29 eV
Charge ... +1

Entry from OMol25: a gas-phase ion, C5H10N3O4 (charge +1) (the ωB97M-V functional and the def2-TZVPD basis).

```
22
Properties=species:S:1:pos:R:3:forces:R:3:nbo_charge:R:1
O -1.488609 -1.566030 -0.309284 -0.733 -1.105 -0.970 -0.1373
O -2.888467 -0.144570 -1.129217 2.114 0.039 0.106 -0.1602
O 0.457738 -2.649288 0.027614 1.067 -0.917 -1.385 -0.5071
O -2.546959 0.943594 1.279635 1.975 0.337 -0.712 -0.1328
N -1.433812 1.229138 1.011829 -2.276 -0.278 0.761 0.2733
N -1.757135 -0.379241 -0.794128 -1.181 -0.183 1.277 0.4978
N -0.229879 -1.603832 0.436058 -1.219 0.751 2.495 0.1440
C 1.001285 0.188211 1.666775 -0.125 2.520 1.716 -0.6704
C 1.644825 -0.439994 -0.604166 0.634 -0.453 -2.530 -0.6605
C 0.424069 -0.221955 0.225017 1.295 -2.404 2.261 0.0771
C -0.772122 0.570216 -0.278393 -0.556 1.095 -1.638 0.0673
C -0.614851 1.732675 -1.267905 0.984 0.441 0.700 -0.6467
H 2.444290 -0.933514 -0.058498 -0.261 0.110 0.366 0.2622
H 0.231000 -3.494983 0.491374 -0.269 1.307 0.167 0.5232
H 2.013128 0.541361 -0.880491 0.299 0.062 -0.372 0.2401
H -1.354387 1.861827 -2.043359 -0.813 -0.509 0.221 0.2757
H 0.507063 -0.218738 2.647071 0.557 0.555 -2.265 0.2702
H 0.307774 1.579744 -1.840706 0.058 0.430 0.488 0.2568
H 2.106747 0.131191 1.797873 -0.775 -1.231 -0.635 0.2600
H 1.049668 1.338482 1.792909 -0.996 -1.507 -0.348 0.2529
H -0.639071 2.663549 -0.659563 0.530 -0.412 -0.593 0.2624
H 1.537707 -1.127834 -1.510450 -0.310 1.352 0.892 0.2520
```
Forces are in eV/Å.

HOMO-LUMO gap ... 0.2889 Ha
SMILES string ... CC1(C)N(O)O[N+](=O)[C@@]1(C)N=O
Highest occupied orbital energy ... -14.18 eV
Charge ... +1

Entry from OMol25: 2 unconnected molecules or ions with the total composition C5H10N3P (the ωB97M-V functional and the def2-TZVPD basis).

```
19
Properties=species:S:1:pos:R:3:forces:R:3:nbo_charge:R:1
P -3.344637 -0.924607 0.053821 -1.893 -0.354 -1.025 0.3763
N -1.770306 1.453959 -0.368435 -2.531 -0.690 -0.211 0.0106
N -0.818474 -1.603482 0.981825 1.356 0.861 0.392 -0.3744
N -1.124792 2.489763 -0.225927 2.119 0.714 0.502 -0.6220
C 2.324658 0.288504 1.034003 -1.708 -0.458 -0.951 -0.5908
C 1.433879 -0.550189 -1.257002 -1.478 0.648 0.835 -0.6022
C 0.235340 -1.155931 0.793788 -1.117 -1.232 -0.201 0.3340
C 1.574350 -0.893966 0.282222 1.262 2.638 -0.655 -0.3224
C -2.510693 0.545511 -0.374467 1.597 0.853 -0.060 -0.1125
H -3.653225 -0.556521 1.379732 -0.138 0.108 0.082 -0.0054
H 1.531050 -1.465214 -1.697001 0.152 -2.665 -1.577 0.2093
H -1.353022 3.261621 -0.834857 -0.501 -0.165 -0.256 0.3553
H 2.163015 -1.793496 0.455391 -0.090 -0.141 -0.250 0.2401
H -4.622724 -0.403319 -0.548735 1.072 -0.495 0.754 -0.0130
H 2.160775 0.057223 -1.801142 0.070 0.440 0.958 0.2259
H 0.384653 -0.254812 -1.531859 1.073 0.209 0.502 0.2282
H 3.400321 0.248510 0.822791 -0.442 0.428 -0.448 0.2169
H 2.236833 0.007727 2.060169 -0.105 0.494 1.034 0.2083
H 1.753004 1.248720 0.775681 1.301 -1.192 0.575 0.2378
```
Forces are in eV/Å.

HOMO-LUMO gap ... 0.3174 Ha
SMILES string ... [H]/N=N\C#[PH2].CC(C)C#N
Highest occupied orbital energy ... -7.83 eV
Charge ... 0

Entry from OMol25: C5H10N4 in the gas phase (the ωB97M-V functional and the def2-TZVPD basis).

```
19
Properties=species:S:1:pos:R:3:forces:R:3:nbo_charge:R:1
N -0.602366 -0.225172 -0.437599 0.120 0.155 -0.131 -0.4046
N 1.257483 0.107450 -1.851683 -0.301 -0.206 0.659 -0.8078
N 1.254184 -1.851902 -0.535469 0.152 -0.187 0.535 -0.8660
N -1.541594 0.484179 1.647791 -0.216 -0.025 -0.489 -0.7759
C -0.523491 0.289927 0.788610 0.487 0.241 0.596 0.4454
C -1.619776 0.090025 -1.423648 -0.142 -0.156 -0.138 -0.4197
C 0.847309 0.424422 1.052081 0.468 -0.752 0.146 -0.2340
C 0.833212 -0.535096 -0.806876 -0.406 0.660 -1.332 0.5649
C 1.599133 1.232715 1.779264 -0.263 -0.079 0.035 -0.3971
H 2.131486 -0.307066 -2.168450 -0.071 0.023 0.043 0.3396
H -2.619934 -0.073305 -1.011398 0.107 0.019 0.040 0.1901
H 1.186646 2.026842 2.402412 0.057 0.298 -0.227 0.1635
H 2.678372 1.121801 1.792420 -0.014 -0.056 0.157 0.2014
H -2.495475 0.370065 1.343369 0.051 -0.032 0.212 0.3980
H -1.351255 1.005327 2.488688 -0.101 -0.038 -0.165 0.4116
H 1.129531 -2.473169 -1.325791 -0.094 0.142 0.072 0.3716
H -1.496591 -0.576837 -2.276845 0.027 0.082 0.073 0.2306
H 0.866421 -2.231463 0.318767 0.091 0.000 -0.108 0.3726
H -1.533294 1.121256 -1.775642 0.047 -0.086 0.020 0.2156
```
Forces are in eV/Å.

HOMO-LUMO gap (spin up / spin down) ... 0.2813 / 0.2813 Ha
SMILES string ... [H]/N=C(\N)N(C)C(N)=C=C
Highest occupied orbital energy (spin up / spin down) ... -7.12 / -7.12 eV
Charge ... 0

Entry from OMol25: C5H10N4O in the gas phase (the ωB97M-V functional and the def2-TZVPD basis).

```
20
Properties=species:S:1:pos:R:3:forces:R:3:nbo_charge:R:1
O -1.249628 -1.342721 -0.168398 -1.754 0.395 1.910 -0.5220
N 0.867773 1.496596 -1.101804 -1.368 2.267 0.720 -0.8156
N 2.679005 0.760390 0.107655 -1.247 -1.268 0.256 -0.6353
N 0.936680 -0.803550 -0.671016 2.520 1.317 0.531 -0.6611
N 3.824091 -1.338325 0.859513 -0.456 0.879 0.488 -0.4361
C -1.508589 0.535709 1.685546 2.871 -2.666 -2.698 -0.6297
C -0.435619 -1.053887 -1.189461 2.202 -1.410 -1.411 0.0994
C 3.281226 -0.327796 0.653066 0.091 -0.359 -1.482 0.4073
C -2.002318 -0.209718 0.364356 -0.991 -2.067 1.949 -0.0637
C 1.522689 0.465975 -0.495875 -0.491 -1.636 -0.239 0.6434
H -1.195550 -0.280087 2.404310 -0.428 1.322 -0.531 0.2333
H -0.891388 -0.298324 -1.864489 0.903 0.135 0.413 0.1660
H -2.145153 0.430951 -0.460206 -0.345 1.212 -0.856 0.1512
H -0.188865 1.483616 -1.270647 2.494 -0.266 0.486 0.3979
H -0.313106 -1.962350 -1.849398 -0.287 0.726 0.781 0.1964
H -0.654824 1.216564 1.414756 -0.587 -0.774 0.561 0.2034
H -2.306170 1.121348 1.962381 -1.833 1.187 1.163 0.2134
H -2.998918 -0.710530 0.605331 1.139 0.912 -0.240 0.1926
H 1.580269 -1.588948 -0.305711 -1.840 1.445 -0.878 0.4453
H 1.198400 2.405086 -0.679911 -0.592 -1.350 -0.924 0.4140
```
Forces are in eV/Å.

HOMO-LUMO gap ... 0.3569 Ha
SMILES string ... CCOCN/C(N)=N\C#N
Highest occupied orbital energy ... -9.22 eV
Charge ... 0

Entry from OMol25: 2 unconnected molecules or ions with the total composition C5H10N4O (the ωB97M-V functional and the def2-TZVPD basis).

```
20
Properties=species:S:1:pos:R:3:forces:R:3:nbo_charge:R:1
O -1.206531 -0.518627 1.023530 -0.263 1.290 -1.265 -0.3422
N 1.008749 1.953056 -0.581368 0.107 1.146 0.091 -0.8021
N 2.480684 -0.421658 -0.633079 0.949 0.343 -1.235 -0.7681
N -1.884770 0.470055 -0.843688 3.125 -1.609 4.097 -0.4369
N 1.357664 -1.453457 1.132984 4.201 -4.149 0.131 -0.7438
C 0.350269 1.115871 0.280212 3.050 -2.650 -2.356 -0.0167
C -0.861840 0.344031 0.056669 -1.378 1.291 -0.391 0.5464
C -2.462250 -0.949218 0.725684 -1.210 -0.416 -1.058 0.1200
C 1.564727 -0.546335 0.267780 -1.598 3.040 -0.957 0.5046
C -2.845297 -0.362625 -0.429050 -1.824 -1.716 -0.024 -0.0537
H 3.155437 -1.229832 -0.884960 -1.252 2.117 0.381 0.4641
H 0.620013 1.336998 1.243428 -0.234 0.325 2.645 0.2701
H 1.619785 2.679339 -0.121134 -1.195 -0.976 -0.934 0.4549
H 2.454097 0.547822 -1.165367 0.276 -2.460 1.122 0.4600
H 0.640673 2.183285 -1.495040 0.101 0.140 0.136 0.4263
H 0.568377 -1.578719 1.689175 -1.390 0.206 0.977 0.4387
H -2.024007 0.972270 -1.649447 0.433 1.902 -2.291 0.4678
H 2.106137 -2.270720 1.222999 -2.109 2.050 -0.112 0.4403
H -3.651142 -0.565842 -1.127348 -0.286 0.009 0.692 0.2881
H -2.990775 -1.705692 1.288021 0.497 0.115 0.350 0.2823
```
Forces are in eV/Å.

HOMO-LUMO gap ... 0.3239 Ha
Highest occupied orbital energy ... -17.44 eV
Charge ... +2